This record from the OMol25 dataset describes the molecule C4H6O at a distorted geometry. The level of theory is ωB97M-V/def2-TZVPD.

Geometry as ORCA input:
```
! RIJCOSX wB97M-V def2-TZVPD def2/J DEFGRID3
* xyz 0 1
O -1.79 -1.70 0.02
C -1.22 -0.74 -0.45
C -0.53 0.24 0.39
C 0.88 -0.32 0.18
C 0.58 1.15 0.01
H -1.00 -0.64 -1.54
H -0.82 0.28 1.44
H 1.20 -0.94 1.01
H 1.16 -0.75 -0.78
H 0.87 1.92 0.73
H 0.66 1.49 -1.02
*
```

Results
Strongest force on any atom (eV Å⁻¹): 1.01
Highest occupied orbital energy (eV): -9.599
Frontier orbital gap (eV): 10.7
Structure (SMILES): O=CC1CC1
DFT total energy (eV): -6290.7911

***

This record from the OMol25 dataset describes the molecule C3H4O3. The level of theory is ωB97M-V/def2-TZVPD.

Geometry as ORCA input:
```
! RIJCOSX wB97M-V def2-TZVPD def2/J DEFGRID3
* xyz 0 1
O 2.64 0.20 0.10
C 1.47 0.05 -0.08
O 0.64 0.97 -0.64
C -0.64 0.73 -0.06
C -0.64 -0.79 0.07
O 0.76 -1.05 0.27
H -0.64 1.21 0.93
H -1.42 1.14 -0.70
H -1.20 -1.15 0.94
H -0.98 -1.30 -0.84
*
```

Results
Strongest force on any atom (eV Å⁻¹): 0.66
Highest occupied orbital energy (eV): -11.081
Frontier orbital gap (eV): 11.8
Structure (SMILES): O=C1OCCO1
DFT total energy (eV): -9318.2069

***

This record from the OMol25 dataset describes a cluster of 2 separate species, C3H9NO2 in total at a distorted geometry. The level of theory is ωB97M-V/def2-TZVPD.

Geometry as ORCA input:
```
! RIJCOSX wB97M-V def2-TZVPD def2/J DEFGRID3
* xyz 0 1
C 1.35 -1.93 -0.84
C 0.14 -1.35 -0.20
O 0.21 -0.61 0.75
O -1.04 -1.64 -0.78
H 2.15 -2.06 -0.12
H 1.73 -1.27 -1.62
H 1.17 -2.90 -1.31
H -1.76 -1.69 -0.13
C 0.33 2.81 0.31
N -0.98 2.28 0.73
H 0.96 3.18 1.13
H 0.15 3.76 -0.17
H 0.84 2.12 -0.34
H -1.23 1.58 0.05
H -0.89 1.73 1.58
*
```

Results
Strongest force on any atom (eV Å⁻¹): 1.60
Highest occupied orbital energy (eV): -8.964
Frontier orbital gap (eV): 9.6
Structure (SMILES): CC(=O)O.CN
DFT total energy (eV): -8841.8454

***

This record from the OMol25 dataset describes the molecule C23H31N3O4 at a distorted geometry. The level of theory is ωB97M-V/def2-TZVPD.

Geometry as ORCA input:
```
! RIJCOSX wB97M-V def2-TZVPD def2/J DEFGRID3
* xyz 0 1
C 0.78 1.27 -2.87
C 1.03 0.66 -1.49
O 2.42 0.53 -1.21
C 3.13 -0.35 -1.98
C 4.14 0.19 -2.77
C 4.92 -0.60 -3.58
C 4.69 -1.97 -3.64
C 3.71 -2.52 -2.85
C 2.93 -1.74 -1.99
C 2.00 -2.43 -1.12
N 1.42 -1.98 -0.04
C 0.70 -3.02 0.47
C -0.12 -2.92 1.72
N -1.01 -1.78 1.80
C -0.31 -0.53 2.05
C -1.31 0.59 2.32
C -2.26 0.75 1.12
C -3.30 1.82 1.42
O -4.40 1.54 1.86
N -2.95 3.11 1.18
C -1.67 3.65 0.78
C -1.15 4.58 1.88
O -2.07 5.61 2.16
C -3.31 5.08 2.56
C -3.90 4.17 1.48
C -2.94 -0.59 0.89
C -1.89 -1.67 0.65
C 0.87 -4.10 -0.36
C 0.36 -5.49 -0.33
O 1.70 -3.73 -1.36
H 1.15 0.61 -3.65
H -0.29 1.42 -3.01
H 1.28 2.23 -2.95
H 0.67 1.33 -0.71
H 0.52 -0.30 -1.41
H 4.29 1.26 -2.72
H 5.70 -0.16 -4.18
H 5.29 -2.60 -4.28
H 3.54 -3.59 -2.86
H -0.73 -3.83 1.80
H 0.55 -2.88 2.58
H 0.34 -0.25 1.20
H 0.32 -0.67 2.93
H -1.91 0.33 3.20
H -0.77 1.52 2.53
H -1.69 1.01 0.23
H -0.94 2.86 0.60
H -1.81 4.23 -0.14
H -0.23 5.07 1.57
H -0.96 4.00 2.80
H -3.96 5.94 2.74
H -3.19 4.51 3.50
H -4.83 3.71 1.83
H -4.09 4.75 0.57
H -3.54 -0.84 1.76
H -3.61 -0.53 0.03
H -1.33 -1.44 -0.27
H -2.38 -2.64 0.51
H 0.33 -5.89 -1.34
H 1.01 -6.13 0.28
H -0.64 -5.52 0.10
*
```

Results
Strongest force on any atom (eV Å⁻¹): 1.24
Highest occupied orbital energy (eV): -8.165
Frontier orbital gap (eV): 8.7
Structure (SMILES): CCOc1ccccc1-c1nc(CN2CCC(C(=O)N3CCOCC3)CC2)c(C)o1
DFT total energy (eV): -37014.4295